a.
Below is a 2-piece molecular cluster, C2H3P overall, with properties calculated with ωB97M-V with the def2-TZVPD basis set.

Its HOMO energy (spin up / spin down) is -9.9 / -8.5 eV. The total charge is 0.

Last column: Mulliken charge in e.
Positions of all 6 atoms, in Å:
H (1.331, 0.262, 1.197)  0.030
C (-0.287, 1.327, -0.040)  -0.473
H (-2.464, 1.944, -0.108)  0.371
C (-1.447, 1.671, -0.088)  0.245
H (1.240, -2.537, -1.150)  0.003
P (1.393, 0.928, -0.035)  -0.175



b.
Below is a 2-piece molecular cluster, C2H3P overall, with properties calculated with ωB97M-V with the def2-TZVPD basis set.

Its HOMO energy is -9.4 eV. The total charge is 0.

Last column: Mulliken charge in e.
Positions of all 6 atoms, in Å:
C (-0.321, 0.518, -0.088)  -0.559
H (1.303, -0.104, 1.346)  0.088
H (1.650, -1.644, -0.970)  0.002
P (1.496, 0.339, -0.127)  -0.147
C (-1.535, 0.444, -0.097)  0.246
H (-2.591, 0.446, -0.064)  0.371



Most stable: b (next structure +23.3 kcal/mol)



a.
Below is a 2-piece molecular cluster, C4H4ClF overall, with properties calculated with ωB97M-V with the def2-TZVPD basis set.

The SMILES is F[C@H]1C2=C[C@@H]21.Cl. Its HOMO energy is -9.1 eV. The total charge is 0.

Last column: Mulliken charge in e.
Positions of all 10 atoms, in Å:
F (1.209, 1.859, -1.389)  -0.264
C (-0.847, -0.434, -0.226)  -0.306
C (-0.080, -0.177, -1.327)  -0.423
H (-0.726, 1.813, -1.113)  0.310
H (0.637, 0.596, 1.203)  0.366
H (-1.359, -1.243, 0.216)  0.546
H (0.039, -1.987, 1.178)  0.217
C (0.138, 1.264, -0.948)  0.329
Cl (1.021, -2.227, 1.992)  -0.229
C (-0.032, 0.535, 0.415)  -0.546



b.
Below is a single C4H4ClF molecule, with properties calculated with ωB97M-V with the def2-TZVPD basis set.

The SMILES is C=C(Cl)/C=C/F. Its HOMO energy is -9.6 eV. The total charge is 0.

Last column: Mulliken charge in e.
Positions of all 10 atoms, in Å:
H (-1.292, 0.245, -1.199)  0.333
F (-2.697, -0.931, -0.168)  -0.233
H (0.284, 1.795, 0.308)  0.314
H (-0.386, -1.371, 1.380)  0.317
H (2.001, 1.616, -0.401)  0.286
C (1.080, 1.167, -0.040)  -0.766
C (-1.453, -0.420, -0.306)  -0.054
C (-0.426, -0.691, 0.512)  -0.350
C (0.840, -0.121, 0.105)  0.348
Cl (2.050, -1.290, -0.191)  -0.195



Most stable: b (next structure +79.5 kcal/mol)



a.
Below is a 4-piece molecular cluster, C2H12NO4 overall, with properties calculated with ωB97M-V with the def2-TZVPD basis set.

Its HOMO energy is -4.6 eV. The total charge is -1.

Last column: Mulliken charge in e.
Positions of all 19 atoms, in Å:
H (-0.757, -1.264, -0.669)  0.433
H (-2.316, 0.975, -0.141)  0.432
O (-1.224, -2.266, -0.692)  -0.724
O (-3.145, 0.819, 0.375)  -0.708
H (0.293, 2.320, 0.928)  0.339
H (0.647, 0.803, 1.847)  0.207
C (2.239, -0.024, -0.201)  -0.384
H (-2.779, 0.129, 0.912)  0.258
H (1.891, 2.041, 1.342)  0.396
O (1.819, -1.298, 0.544)  -0.546
O (-1.102, 0.287, -0.792)  -1.049
H (-2.015, -2.012, -0.399)  0.245
H (-1.265, 0.911, -1.448)  0.175
H (0.371, 0.619, -0.863)  0.486
C (0.957, 1.571, 1.028)  -0.865
H (3.232, 0.343, 0.249)  0.230
H (1.008, -1.062, 0.846)  0.279
N (1.286, 1.011, -0.279)  -0.402
H (2.727, -0.493, -1.094)  0.199



b.
Below is a 4-piece molecular cluster, C2H12NO4 overall, with properties calculated with ωB97M-V with the def2-TZVPD basis set.

Its HOMO energy is -3.6 eV. The total charge is -1.

Last column: Mulliken charge in e.
Positions of all 19 atoms, in Å:
O (0.381, -3.103, -0.696)  -0.698
H (0.072, -2.517, -1.388)  0.353
O (0.597, 1.062, -0.705)  -0.936
H (0.416, -1.142, 0.978)  0.216
H (1.138, 1.954, 0.909)  0.304
O (-1.179, -0.365, -1.965)  -0.754
H (2.307, -0.638, -0.310)  0.275
C (1.010, -0.238, 1.199)  -0.418
H (-0.525, 0.167, -1.358)  0.419
O (-3.241, 2.161, 1.019)  -0.681
H (-2.441, 2.580, 1.319)  0.330
N (2.347, -0.533, 0.694)  -0.586
H (3.046, 0.133, 0.983)  0.217
H (-2.895, 1.346, 0.625)  0.362
C (0.479, 1.105, 0.682)  0.154
H (-0.690, -0.173, -2.785)  0.273
H (-0.535, 1.401, 1.030)  -0.468
H (1.055, -0.315, 2.305)  0.305
H (1.036, -2.725, -0.086)  0.334



Most stable: b (next structure +34.0 kcal/mol)



a.
Below is a single C19H22N2O molecule, with properties calculated with ωB97M-V with the def2-TZVPD basis set.

The SMILES is CN(C)C[C@H]1C[C@@H]2c3ccccc3Cc3ccccc3N2O1. Its HOMO energy is -7.6 eV. The total charge is 0.

Last column: Mulliken charge in e.
Positions of all 44 atoms, in Å:
C (-3.826, -2.544, -2.357)  -0.969
C (-1.766, -0.246, 0.999)  -1.075
N (-2.505, -2.923, -1.776)  0.087
C (1.098, 3.668, 1.492)  -0.820
H (3.797, 2.502, -0.828)  0.324
O (-0.593, -0.611, -0.976)  -0.476
C (-0.280, -0.003, 1.301)  -0.061
C (-1.359, -3.150, -2.685)  -0.882
C (0.071, 1.430, 1.760)  0.200
C (3.416, 1.476, -0.634)  -0.917
H (-2.179, -0.913, 1.759)  0.339
H (0.180, 1.865, -1.039)  0.125
C (1.669, -0.195, -0.254)  -0.658
C (0.688, 2.447, 0.960)  0.855
H (-4.391, -3.430, -2.765)  0.294
H (0.033, -0.682, 2.114)  0.359
H (1.733, 4.301, 0.873)  0.330
H (-1.298, -2.396, -3.448)  0.300
H (-0.641, 1.065, 3.735)  0.429
C (1.076, 2.186, -0.453)  -0.933
C (3.959, -0.915, -0.554)  -0.696
H (2.271, -2.204, -0.152)  0.545
H (-0.417, -3.089, -2.173)  0.251
C (-0.227, 1.804, 3.065)  -0.713
H (4.698, -1.716, -0.634)  0.378
H (5.391, 0.631, -0.975)  0.366
H (-1.437, -4.142, -3.147)  0.322
H (1.159, 4.934, 3.232)  0.327
N (0.344, -0.497, 0.064)  0.304
H (-0.214, 3.258, 4.605)  0.360
C (4.342, 0.423, -0.757)  -0.463
C (2.619, -1.218, -0.254)  -0.343
H (-3.715, -1.765, -3.078)  0.340
C (0.735, 4.001, 2.821)  -0.514
H (-2.671, -0.343, -0.956)  0.400
H (-3.098, -2.613, 0.189)  0.373
C (0.044, 3.069, 3.566)  -0.659
C (-2.201, -2.408, -0.404)  -1.424
H (-4.474, -2.115, -1.544)  0.299
H (1.467, 3.085, -0.919)  0.741
C (2.082, 1.114, -0.430)  1.364
H (-1.368, -2.962, 0.059)  0.377
H (-2.315, 0.696, 1.011)  0.478
C (-1.897, -0.876, -0.411)  0.738



b.
Below is a single C19H22N2O molecule, with properties calculated with ωB97M-V with the def2-TZVPD basis set.

The SMILES is C=C[C@H]1CN2CC[C@@H]1C[C@@H]2[C@@H](O)c1ccnc2ccccc12. Its HOMO energy is -8.4 eV. The total charge is 0.

Last column: Mulliken charge in e.
Positions of all 44 atoms, in Å:
C (4.730, 1.627, -0.824)  -0.763
H (-0.268, -0.078, -1.617)  0.321
O (1.152, 1.818, 1.587)  -0.574
H (-1.174, 2.429, 0.653)  0.501
H (6.659, 0.810, -1.308)  0.386
C (-1.671, 1.518, 0.990)  -1.743
C (3.086, 0.082, 0.040)  0.692
H (-5.764, -1.406, -1.780)  0.279
C (0.744, 0.834, 0.651)  -0.418
H (0.609, -1.873, 1.279)  0.402
H (-0.615, -0.074, 2.031)  0.860
H (-2.068, 1.709, 1.989)  0.334
C (-2.418, -1.219, 0.627)  -1.402
H (-3.848, 0.100, 1.585)  0.592
C (-3.502, -0.119, 0.567)  0.556
C (-1.261, -0.313, -1.231)  -0.812
H (-1.695, 1.777, -1.698)  0.450
C (-4.835, -1.288, -1.249)  -0.795
H (5.009, 2.629, -1.117)  0.399
C (1.569, -1.554, 0.911)  -0.415
C (-2.222, 0.887, -1.351)  -1.084
H (-3.023, 0.673, -2.059)  0.406
C (5.339, -0.677, -0.552)  -0.432
N (3.784, -2.231, 0.313)  -0.684
H (-2.695, -2.083, 0.023)  0.557
H (2.427, -3.530, 1.068)  0.395
C (4.049, -0.962, -0.057)  0.119
H (0.695, 1.376, -0.300)  0.490
H (-1.632, -1.169, -1.797)  0.509
H (-4.027, -1.916, -1.584)  0.195
H (1.256, 1.398, 2.449)  0.444
C (-0.669, 0.339, 1.014)  0.019
C (2.600, -2.501, 0.778)  -0.556
C (-2.810, 1.156, 0.035)  0.139
C (3.469, 1.382, -0.352)  -0.744
H (2.766, 2.194, -0.255)  0.458
C (-4.721, -0.429, -0.253)  -0.630
H (-3.533, 1.976, -0.016)  0.540
H (-2.289, -1.568, 1.656)  0.258
H (-5.581, 0.175, 0.014)  0.338
C (5.671, 0.593, -0.930)  -0.413
H (6.042, -1.493, -0.614)  0.469
C (1.794, -0.255, 0.532)  0.491
N (-1.129, -0.743, 0.151)  -0.134



Most stable: b (next structure +58.4 kcal/mol)



a.
Below is a 2-piece molecular cluster, H3NO3P2 overall, with properties calculated with ωB97M-V with the def2-TZVPD basis set.

Its HOMO energy is 0.4 eV. The total charge is -2.

Last column: Mulliken charge in e.
Positions of all 9 atoms, in Å:
P (0.713, -1.129, 0.031)  0.801
H (-0.668, 1.644, -1.548)  -0.057
O (1.679, -0.882, -1.093)  -0.797
O (1.310, -1.695, 1.286)  -0.792
O (-0.630, -1.573, -0.570)  -0.733
H (0.710, 1.257, 1.921)  0.104
H (-2.030, 0.749, -0.520)  -0.047
N (-0.166, 0.228, 0.662)  -0.418
P (-0.917, 1.400, -0.168)  -0.060



b.
Below is H3NO3P2 as an isolated structure, with properties calculated with ωB97M-V with the def2-TZVPD basis set.

Its HOMO energy is 0.9 eV. The total charge is -2.

Last column: Mulliken charge in e.
Positions of all 9 atoms, in Å:
H (-2.718, -0.201, 0.240)  0.006
N (-0.454, 0.749, -0.295)  -0.580
H (-0.941, -0.903, 1.336)  -0.042
P (-1.258, -0.696, -0.040)  -0.192
H (-0.679, 1.050, -1.459)  0.211
O (1.883, 0.149, -1.403)  -0.773
P (1.365, 0.144, -0.006)  0.895
O (1.867, 0.991, 1.165)  -0.787
O (0.935, -1.284, 0.460)  -0.739



Most stable: b (next structure +67.5 kcal/mol)



a.
Below is C5H14N2O3 as an isolated structure, with properties calculated with ωB97M-V with the def2-TZVPD basis set.

Its HOMO energy is -7.5 eV. The total charge is 0.

Last column: Mulliken charge in e.
Positions of all 24 atoms, in Å:
C (0.241, 0.956, -1.766)  0.256
H (0.819, 2.343, -3.143)  0.289
H (-1.329, 2.070, -2.260)  0.326
H (-1.664, -1.642, -0.746)  0.202
C (-0.412, -0.501, 0.368)  0.591
N (1.156, 1.940, -2.263)  -0.562
H (-1.565, 0.990, 0.109)  0.487
H (-0.305, -2.524, -0.045)  0.179
C (-0.204, -0.794, 3.101)  -1.103
H (-1.099, -1.408, 2.996)  0.249
H (0.318, -1.085, 4.015)  0.406
N (-0.751, -1.662, -0.315)  -0.369
H (0.859, 1.222, 0.393)  0.299
C (0.688, -0.901, 1.882)  -0.612
O (-1.506, 0.222, 0.723)  -0.616
O (-0.980, 1.632, -1.466)  -0.560
H (0.965, -1.931, 1.657)  0.376
H (-0.514, 0.244, 3.242)  0.269
H (1.620, -0.368, 2.067)  0.315
C (0.744, 0.266, -0.096)  -0.971
H (1.636, -0.291, -0.349)  0.488
O (0.076, -0.090, -2.690)  -0.463
H (2.059, 1.520, -2.446)  0.250
H (-0.854, -0.209, -2.969)  0.276



b.
Below is a 3-piece molecular cluster, C5H14N2O3 overall, with properties calculated with ωB97M-V with the def2-TZVPD basis set.

The SMILES is C=NCC[C@@H](N)C=O.O.O. Its HOMO energy is -9.1 eV. The total charge is 0.

Last column: Mulliken charge in e.
Positions of all 24 atoms, in Å:
N (-0.941, 0.701, -1.349)  -0.295
H (-0.832, 2.804, -0.585)  0.268
H (-1.241, -0.933, -2.613)  0.254
H (0.775, -0.843, -0.452)  0.241
H (-1.511, 0.691, 0.937)  -0.237
H (-2.692, -0.398, 0.612)  0.172
O (-3.444, -0.986, 0.574)  -0.716
H (0.277, -0.009, -3.109)  0.230
H (1.927, 0.270, -0.566)  0.254
C (-0.307, 1.716, -0.505)  -0.545
H (2.519, 0.302, 2.614)  0.383
H (-3.257, -1.681, -0.167)  0.264
C (0.818, 0.310, 1.211)  0.232
C (1.910, 1.007, 2.071)  -0.130
O (1.929, 2.217, 2.075)  -0.475
H (0.761, 1.703, -0.862)  0.295
H (1.790, -2.947, -0.751)  0.300
C (-0.661, -0.002, -2.385)  -0.330
H (0.408, -3.100, -0.291)  0.302
H (-0.614, 1.638, 1.750)  0.509
H (0.379, -0.580, 1.874)  0.253
C (-0.433, 1.188, 0.827)  -0.013
N (1.513, -0.336, 0.060)  -0.577
O (0.924, -2.732, -0.969)  -0.639



Most stable: a (next structure +37.6 kcal/mol)